[1]
The following is a quantum chemistry calculation of 2 unconnected molecules or ions with the total composition C10H16O at a distorted geometry, from the Open Molecules 2025 dataset.

Structure (XYZ):
```
27
Properties=species:S:1:pos:R:3:forces:R:3
C 2.4968 0.7978 -1.3602 -1.64 0.42 -1.57
C 1.2923 -0.1157 -1.1126 -0.49 -1.69 0.73
C 0.8556 -0.1328 0.3477 0.20 0.15 -1.19
C 0.2873 1.0065 0.8978 0.52 0.04 0.50
C 0.1568 1.1187 2.2723 -0.41 -0.35 0.51
C 0.5783 0.0754 3.0974 0.84 0.53 -0.23
O 0.6958 0.2333 4.4560 -0.67 0.09 -0.01
C 1.0907 -1.0816 2.5364 -0.88 -0.39 -0.08
C 1.1617 -1.2171 1.1526 0.17 0.30 1.05
H 2.1421 1.7468 -1.7736 -0.08 0.27 0.48
H 3.0215 0.4178 -2.2356 0.79 -0.25 0.51
H 3.0367 1.0018 -0.4524 0.61 -0.25 0.04
H 0.4232 -0.0340 -1.7671 0.06 0.95 -0.16
H 1.5402 -1.1615 -1.3306 0.50 0.07 0.06
H 0.1088 1.8600 0.2603 -0.29 0.06 -0.05
H -0.3016 1.9689 2.7671 0.13 0.26 -0.28
H 0.2410 1.0513 4.7086 0.19 -0.28 -0.01
H 1.2935 -1.9167 3.1880 0.33 -0.05 0.09
H 1.5360 -2.1616 0.7828 0.07 0.11 -0.39
C -2.5725 -0.9338 -2.6222 1.23 -0.24 0.27
C -2.8087 0.0544 -1.4814 -1.44 0.96 -0.90
H -1.8180 -0.5932 -3.3390 -0.35 0.21 -0.10
H -2.1272 -1.8479 -2.2201 -0.16 -0.09 -0.03
H -3.4852 -1.2101 -3.1456 0.00 0.10 0.01
H -3.0396 -0.4620 -0.5684 0.01 -0.06 0.52
H -3.6874 0.6624 -1.7520 -0.15 -0.35 0.24
H -2.1182 0.8730 -1.3064 0.90 -0.53 0.00
```
Forces are in eV/Å.

For the calculated total energy, the calculation gives -12676.3673 eV. The value obtained for the energy above the lowest of the compared OMol25 structures with the same formula, charge and spin is 131.0 kJ/mol. The calculation puts the highest occupied orbital energy at -8.38 eV.



[2]
The following is a quantum chemistry calculation of 2 unconnected molecules or ions with the total composition C10H16O at a distorted geometry, from the Open Molecules 2025 dataset.

Structure (XYZ):
```
27
Properties=species:S:1:pos:R:3:forces:R:3
C 2.6667 -1.3959 -0.7814 0.25 0.70 -0.58
C 1.9202 -0.1089 -1.1046 -1.48 -0.68 -0.86
C 0.5628 0.0008 -0.7780 -0.96 -1.04 -0.44
C -0.3319 0.9575 -1.2595 2.77 1.80 0.22
C 0.2676 1.9979 -2.0272 0.44 -1.93 -0.29
O -0.5119 2.9885 -2.4707 -0.78 1.34 -0.95
C 1.6016 1.8782 -2.4558 -1.05 0.30 0.47
C 2.3943 0.8522 -1.9755 0.66 0.17 0.05
H 2.1325 -2.3360 -1.0251 -0.12 0.72 0.59
H 2.9780 -1.2843 0.2436 0.10 -0.77 0.56
H 3.5706 -1.4599 -1.3865 0.16 0.19 0.03
H 0.0814 -0.8692 -0.3412 0.19 0.07 0.63
H -1.3027 1.1089 -0.8412 -0.67 -0.33 -0.23
H -0.1710 3.4077 -3.2912 -0.08 -0.47 0.94
H 1.9397 2.6127 -3.1810 0.33 -0.08 0.17
H 3.4289 0.7938 -2.2712 0.21 0.01 -0.32
C -2.3065 0.4496 2.2197 1.40 -0.19 -0.81
C -2.2405 -1.0427 2.0083 -2.99 -1.69 -1.47
C -1.2233 -1.9722 2.6623 0.53 2.36 -1.79
H -1.8138 0.6458 3.1693 -0.19 0.83 -0.01
H -1.8274 0.9368 1.3451 0.37 0.09 0.96
H -3.3204 0.7928 2.1338 -0.52 0.16 0.61
H -2.3233 -1.2095 0.9270 0.89 -0.10 -0.21
H -3.2470 -1.4283 2.1825 -0.23 -0.11 0.91
H -1.1187 -1.6246 3.6641 0.44 -0.20 0.96
H -0.3495 -1.6713 2.0497 0.42 -0.92 0.92
H -1.4566 -3.0203 2.5846 -0.07 -0.21 -0.06
```
Forces are in eV/Å.

For the calculated total energy, the calculation gives -12675.8316 eV. The value obtained for the energy above the lowest of the compared OMol25 structures with the same formula, charge and spin is 182.7 kJ/mol. The calculation puts the highest occupied orbital energy at -8.33 eV.



[3]
The following is a quantum chemistry calculation of 2 unconnected molecules or ions with the total composition C10H16O at a distorted geometry, from the Open Molecules 2025 dataset.

Structure (XYZ):
```
27
Properties=species:S:1:pos:R:3:forces:R:3
C -3.1657 0.2676 1.0080 -2.31 1.15 -1.92
C -1.8462 0.2654 1.7103 -2.05 3.95 0.37
C -1.4029 1.4476 2.3130 2.09 0.72 -2.23
C -0.1339 1.4958 2.9437 -0.45 0.48 1.56
C 0.5504 0.3139 3.2142 -3.10 -3.76 -0.54
O 1.5180 -0.0973 4.0796 1.68 1.70 0.77
C -0.0667 -0.9397 2.7958 -0.25 3.89 -1.10
C -1.2027 -0.8520 2.0049 0.74 -6.81 -0.98
H -3.9157 -0.2240 1.6178 -0.08 -0.18 0.38
H -3.2020 -0.3245 0.0650 0.44 0.36 0.51
H -3.7392 1.2934 0.7189 2.05 -1.99 0.86
H -1.7059 2.4111 1.8360 -0.48 -0.73 1.12
H 0.0823 2.4533 3.4472 0.55 -0.53 -0.55
H 2.3725 0.2747 3.8490 0.20 0.28 0.18
H 0.4939 -1.7793 3.1033 -0.02 -1.13 -0.07
H -1.6175 -1.8831 1.4713 1.00 2.59 1.63
C 1.7230 0.8688 -2.8065 -0.88 -2.03 -0.69
C 2.1162 -0.6660 -3.0802 -1.70 0.09 0.70
C 1.0002 -1.4134 -3.8921 0.12 -0.54 0.31
H 1.8133 1.4661 -3.6833 -0.51 0.05 -1.39
H 2.3762 1.4364 -2.2272 1.47 0.21 1.79
H 0.7152 1.0139 -2.3808 0.34 -0.36 -0.26
H 3.0194 -0.7026 -3.6963 0.16 -0.10 0.64
H 2.1641 -1.2462 -2.1107 0.64 0.90 -0.93
H 0.0204 -1.2778 -3.4395 -0.16 0.60 -0.08
H 1.0191 -1.0626 -4.9157 -0.37 0.16 -0.26
H 1.0140 -2.5396 -3.9458 0.89 1.01 0.20
```
Forces are in eV/Å.

For the calculated total energy, the calculation gives -12674.5344 eV. The value obtained for the energy above the lowest of the compared OMol25 structures with the same formula, charge and spin is 307.8 kJ/mol. The calculation puts the highest occupied orbital energy at -8.65 eV.



[4]
The following is a quantum chemistry calculation of 2 unconnected molecules or ions with the total composition C10H16O at a distorted geometry, from the Open Molecules 2025 dataset.

Structure (XYZ):
```
27
Properties=species:S:1:pos:R:3:forces:R:3
C 0.0661 0.7338 3.0246 -0.30 0.58 -0.52
C 0.6471 -0.0570 1.8765 1.10 0.88 0.49
C 1.5259 0.6088 1.0109 -0.49 -0.53 0.01
C 2.2271 -0.0864 0.0398 -0.42 0.63 0.00
C 1.9641 -1.4333 -0.1312 0.54 -0.26 -0.07
O 2.5694 -2.1651 -1.1247 0.40 0.35 -0.03
C 1.1773 -2.1352 0.7709 0.67 1.06 -0.39
C 0.5918 -1.4346 1.8107 -0.45 -0.74 0.25
H -0.9122 0.3687 3.3225 0.05 -0.26 0.32
H -0.1134 1.7654 2.6943 0.07 -0.14 0.00
H 0.7531 0.8209 3.8703 -0.16 -0.32 0.04
H 1.6545 1.6773 1.1021 0.06 0.10 0.06
H 2.9214 0.4772 -0.5751 0.00 -0.29 -0.21
H 3.3363 -1.6543 -1.4308 -0.36 -0.29 -0.07
H 1.2192 -3.1855 0.6199 -0.46 -0.83 0.35
H 0.1406 -1.9844 2.6348 -0.28 0.07 -0.27
C -1.6345 0.6584 -3.0879 0.83 -1.21 0.24
C -1.3435 0.4640 -1.5958 0.80 0.40 -0.46
C -2.3779 0.9736 -0.6151 -0.32 0.25 0.69
H -1.5742 1.6989 -3.3909 -0.61 0.05 -0.16
H -2.5106 0.0724 -3.3770 -0.42 0.77 -0.07
H -0.8394 0.1204 -3.6271 0.05 0.36 0.02
H -1.1351 -0.5924 -1.4471 -0.22 -0.21 0.20
H -0.3761 0.9453 -1.4030 -0.13 -0.03 0.16
H -3.3909 0.9721 -1.0186 -0.05 -0.30 -0.06
H -2.3563 0.3722 0.2993 -0.17 -0.06 -0.13
H -2.2298 1.9989 -0.2525 0.28 -0.04 -0.38
```
Forces are in eV/Å.

For the calculated total energy, the calculation gives -12676.6592 eV. The value obtained for the energy above the lowest of the compared OMol25 structures with the same formula, charge and spin is 102.8 kJ/mol. The calculation puts the highest occupied orbital energy at -8.45 eV.



Which value of calculated total energy does entry 4 give? -12676.6592 eV



The highest highest occupied orbital energy belongs to which entry? number 2



What is the calculated total energy in the fourth record? -12676.6592 eV



What is the energy above the lowest of the compared OMol25 structures with the same formula, charge and spin in the fourth record? 102.8 kJ/mol